Entry 1:
# C19H31N4O4

3 unconnected molecules or ions with the total composition C19H31N4O4 (ωB97M-V/def2-TZVPD, OMol25).

- HOMO energy (eV) = -10.52
- total charge = +1

The geometry in XYZ format:
```
58
C19H31N4O4 (ωB97M-V/def2-TZVPD)
O -4.05 1.43 -8.09
C -3.56 2.44 -7.70
O -3.97 3.66 -8.08
C -2.42 2.40 -6.71
C -2.69 2.17 -5.36
C -1.64 2.10 -4.48
N -0.37 2.25 -4.90
C 0.71 2.18 -3.94
C 1.77 3.07 -3.99
C 2.77 2.94 -3.04
C 2.66 1.93 -2.09
N 1.64 1.08 -2.05
C 0.68 1.20 -2.95
C -0.10 2.47 -6.20
C -1.10 2.56 -7.12
H -3.42 4.36 -7.72
H -3.70 2.03 -5.00
H -1.79 1.96 -3.42
H 1.80 3.86 -4.73
H 3.61 3.61 -3.04
H 3.43 1.80 -1.34
H -0.13 0.48 -2.91
H 0.94 2.56 -6.48
H -0.85 2.71 -8.16
C 2.15 -1.28 3.04
C 1.77 0.16 2.71
C 2.47 0.72 1.47
O 3.83 1.08 1.65
C 4.75 0.00 1.61
N 1.95 0.99 3.90
H 3.12 -1.34 3.54
H 1.41 -1.72 3.71
H 2.19 -1.90 2.14
H 0.70 0.17 2.48
H 1.97 1.66 1.20
H 2.37 0.04 0.62
H 4.44 -0.75 0.88
H 4.87 -0.47 2.59
H 5.71 0.42 1.31
H 1.58 1.92 3.74
H 2.95 1.13 4.04
C -1.37 -2.98 5.94
C -1.63 -2.49 4.52
C -3.05 -2.78 4.01
O -3.29 -4.12 3.64
C -3.59 -5.00 4.71
N -0.59 -3.02 3.64
H -1.18 -4.05 5.97
H -0.48 -2.49 6.34
H -2.21 -2.76 6.60
H -1.53 -1.40 4.53
H -3.19 -2.20 3.09
H -3.80 -2.44 4.73
H -4.18 -4.50 5.48
H -2.69 -5.42 5.17
H -4.17 -5.82 4.30
H -0.69 -2.59 2.72
H -0.79 -4.00 3.48
```

=====

Entry 2:
# C5H12N

A gas-phase ion, C5H12N (charge +2) at a distorted geometry (ωB97M-V/def2-TZVPD, OMol25).

- 2S+1 = 2
- HOMO energy (alpha / beta) (eV) = -19.13 / -21.63
- total charge = +2
- <S²> = 0.7546

The geometry in XYZ format:
```
18
C5H12N (ωB97M-V/def2-TZVPD)
C -0.54 1.46 0.87
C -0.63 0.87 -0.55
C 0.24 -0.35 -0.82
C 0.14 -1.57 -0.16
C -0.20 -2.82 -0.83
N 0.86 1.95 1.21
H -1.18 2.33 0.99
H -0.82 0.75 1.64
H -1.66 0.56 -0.72
H -0.34 1.63 -1.28
H 0.75 -0.31 -1.78
H 0.41 -1.61 0.90
H -1.11 -2.68 -1.43
H 0.55 -3.19 -1.54
H -0.30 -3.63 -0.11
H 0.87 2.78 1.82
H 1.52 1.29 1.62
H 1.28 2.36 0.36
```

=====

Entry 3:
# C29H29CaN10O5S

A molecular structure, C29H29CaN10O5S (ωB97M-V/def2-TZVPD, OMol25).

- HOMO energy (eV) = -6.27
- total charge = -1

The geometry in XYZ format:
```
75
C29H29CaN10O5S (ωB97M-V/def2-TZVPD)
Ca 0.08 -0.30 1.16
C -6.71 -0.67 -0.51
C -5.75 -1.80 -0.14
N -4.45 -1.64 -0.79
C -4.31 -2.24 -2.10
C -3.96 -3.72 -2.02
C -3.49 -0.87 -0.21
S -1.98 -0.65 -1.00
N -3.89 -0.24 0.90
C -3.08 0.13 1.89
O -1.96 -0.35 2.15
C -3.64 1.18 2.81
C -4.98 1.55 2.77
C -5.46 2.52 3.63
C -4.60 3.15 4.52
C -3.26 2.79 4.56
C -2.78 1.80 3.71
H -7.67 -0.82 -0.02
H -6.88 -0.64 -1.59
H -6.29 0.28 -0.20
H -6.15 -2.76 -0.46
H -5.60 -1.83 0.93
H -3.55 -1.70 -2.65
H -5.27 -2.12 -2.62
H -3.02 -3.86 -1.50
H -3.87 -4.15 -3.03
H -4.72 -4.29 -1.49
H -5.63 1.05 2.06
H -6.50 2.80 3.60
H -4.97 3.91 5.19
H -2.58 3.28 5.25
H -1.74 1.52 3.72
O 3.00 -5.73 1.62
C 2.13 -5.82 0.63
O 2.05 -6.81 -0.08
C 1.24 -4.66 0.40
C 0.29 -4.61 -0.61
N -0.32 -3.42 -0.52
N 0.16 -2.69 0.48
C 1.11 -3.41 1.05
C 1.86 -2.77 2.20
O 2.75 -3.45 2.75
O 1.53 -1.59 2.48
H 2.92 -4.83 2.10
H 0.05 -5.35 -1.36
H -1.04 -3.00 -1.09
C 3.52 0.69 1.08
C 2.71 0.94 -0.14
N 1.83 0.11 -0.66
C 1.30 0.76 -1.76
C 1.86 1.99 -1.89
N 2.78 2.09 -0.87
C 3.46 3.30 -0.48
N 4.34 3.75 -1.54
N 4.11 4.92 -2.17
N 4.99 5.10 -3.08
C 5.84 4.02 -3.07
C 6.96 3.72 -3.87
C 7.60 2.54 -3.63
C 7.16 1.64 -2.62
C 6.07 1.92 -1.84
C 5.42 3.13 -2.08
H 3.27 -0.29 1.49
H 3.30 1.44 1.84
H 4.59 0.71 0.87
H 0.53 0.31 -2.37
H 1.71 2.79 -2.59
H 4.03 3.10 0.42
H 2.74 4.09 -0.27
H 7.28 4.41 -4.64
H 8.47 2.27 -4.22
H 7.69 0.72 -2.47
H 5.72 1.22 -1.08
N 1.08 3.24 1.56
C 0.58 2.18 1.54
```

=====

Entry 4:
# C5H16N3

2 unconnected molecules or ions with the total composition C5H16N3 at a distorted geometry (ωB97M-V/def2-TZVPD, OMol25).

- 2S+1 = 2
- HOMO energy (alpha / beta) (eV) = -18.28 / -18.28
- total charge = +2
- <S²> = 0.7733

The geometry in XYZ format:
```
24
C5H16N3 (ωB97M-V/def2-TZVPD)
C -1.98 0.73 -1.30
C -0.67 1.02 -1.53
N -0.21 2.10 -2.30
N -2.41 -0.49 -0.62
H -2.77 1.34 -1.77
H 0.09 0.26 -1.40
H 0.63 2.49 -1.91
H -0.93 2.85 -2.38
H -2.83 -1.17 -1.28
H -3.08 -0.32 0.17
H -1.49 -1.03 -0.27
C 0.31 -0.92 1.13
C 1.73 -0.39 0.85
C 2.32 0.42 2.03
N -0.27 -1.73 0.01
H -0.39 -0.07 1.21
H 0.32 -1.40 2.12
H 1.79 0.22 -0.07
H 2.39 -1.26 0.71
H 2.37 -0.24 2.92
H 1.71 1.30 2.30
H 3.33 0.76 1.83
H -0.40 -2.71 0.26
H 0.42 -1.75 -0.74
```

=====

Entry 5:
# C35H53BN5O2Re

A molecular structure, C35H53BN5O2Re (ωB97M-V/def2-TZVPD, OMol25).

- 2S+1 = 4
- HOMO energy (alpha / beta) (eV) = -16.30 / -16.30
- total charge = +3
- <S²> = 3.7946

The geometry in XYZ format:
```
97
C35H53BN5O2Re (ωB97M-V/def2-TZVPD)
Re -0.07 0.42 -0.29
C -0.43 1.33 2.87
O -0.51 0.23 1.94
C -1.34 -0.84 2.41
C -1.25 -1.96 1.41
O -1.33 -1.39 0.07
C -2.35 -1.96 -0.79
H 0.07 0.99 3.78
H -1.43 1.69 3.10
H 0.17 2.11 2.41
H -2.36 -0.46 2.54
H -0.98 -1.17 3.38
H -2.05 -2.68 1.54
H -0.29 -2.47 1.48
H -2.27 -3.04 -0.76
H -2.15 -1.60 -1.79
H -3.34 -1.64 -0.46
C 4.66 1.07 -3.33
C 3.28 0.60 -3.76
C 2.23 1.62 -3.30
C 2.88 -0.84 -3.43
C 2.59 -1.67 -4.51
C 2.19 -2.98 -4.33
C 2.05 -3.48 -3.05
C 2.31 -2.69 -1.93
C 2.22 -3.30 -0.54
C 1.01 -4.21 -0.37
C 3.52 -4.05 -0.22
C 2.71 -1.37 -2.14
N 3.04 -0.58 -0.97
B 2.13 0.09 0.02
N 3.12 0.54 1.05
C 4.35 0.19 0.68
C 4.30 -0.51 -0.55
C 2.96 1.19 2.35
C 2.93 0.38 3.50
C 2.77 1.03 4.72
C 2.67 2.40 4.81
C 2.77 3.17 3.67
C 2.94 2.59 2.41
C 3.13 3.55 1.24
C 1.91 3.60 0.33
C 4.42 3.37 0.43
C 3.09 -1.14 3.56
C 4.36 -1.72 2.94
C 1.85 -1.87 3.05
H 4.91 2.01 -3.83
H 5.42 0.34 -3.60
H 4.72 1.26 -2.25
H 3.28 0.63 -4.85
H 2.42 2.00 -2.30
H 0.14 1.62 -3.69
H 2.18 2.47 -3.99
H 2.72 -1.29 -5.52
H 2.00 -3.61 -5.19
H 1.76 -4.52 -2.91
H 2.12 -2.48 0.18
H 1.10 -5.12 -0.95
H 0.08 -3.71 -0.67
H 0.92 -4.51 0.68
H 3.67 -4.87 -0.92
H 3.47 -4.47 0.79
H 4.39 -3.40 -0.28
H 5.22 0.42 1.26
H 5.13 -0.94 -1.09
H 2.75 0.43 5.63
H 2.55 2.88 5.78
H 2.76 4.25 3.74
H 3.20 4.53 1.71
H 1.77 2.66 -0.21
H 2.02 4.40 -0.41
H 1.00 3.81 0.90
H 4.35 2.54 -0.28
H 5.28 3.21 1.08
H 4.61 4.27 -0.15
H 3.16 -1.35 4.63
H 4.27 -1.89 1.86
H 4.55 -2.70 3.38
H 5.24 -1.11 3.14
H 1.62 -1.56 2.02
H 0.99 -1.65 3.68
H 2.01 -2.95 3.06
N 0.83 0.99 -3.27
C 0.41 0.68 -1.94
H 0.86 0.13 -3.83
C -3.75 1.11 0.80
C -2.88 2.15 0.21
N -1.61 2.05 -0.18
C -1.26 3.29 -0.71
C -2.32 4.13 -0.62
N -3.32 3.39 -0.04
H -3.27 0.14 0.74
H -4.70 1.05 0.26
H -3.98 1.33 1.84
H -0.28 3.49 -1.10
H -2.44 5.15 -0.92
H -4.25 3.72 0.15
```

=====

Entry 6:
# H18O9

9 unconnected molecules or ions with the total composition H18O9 at a distorted geometry (ωB97M-V/def2-TZVPD, OMol25).

- SMILES = O.O.O.O.O.O.O.O.O
- HOMO energy (eV) = -10.68
- total charge = 0

The geometry in XYZ format:
```
27
H18O9 (ωB97M-V/def2-TZVPD)
O -1.06 -0.45 0.40
H -0.84 0.29 -0.17
H -0.40 -1.11 0.21
O 0.98 0.43 -1.63
H 0.66 -0.37 -2.09
H 0.56 1.23 -1.98
O -3.20 0.05 2.29
H -3.06 -0.92 2.37
H -2.96 0.18 1.40
O -1.32 2.46 -0.09
H -0.73 2.73 0.60
H -2.10 2.91 0.26
O 2.25 1.16 0.87
H 1.64 0.76 0.22
H 3.10 0.75 0.59
O 0.13 2.88 -2.22
H 0.69 3.62 -1.97
H -0.45 2.69 -1.46
O 1.12 -2.27 -2.48
H 1.51 -3.14 -2.61
H 0.81 -2.32 -1.58
O -0.06 -1.36 2.75
H -0.46 -0.92 1.99
H 0.62 -0.79 3.11
O 0.72 -2.53 0.15
H 1.60 -2.70 0.53
H 0.23 -3.27 0.56
```

=====

Entry 7:
# C6H10

C6H10 in the gas phase (ωB97M-V/def2-TZVPD, OMol25).

- SMILES = CCC#CCC
- HOMO energy (eV) = -9.28
- total charge = 0

The geometry in XYZ format:
```
16
C6H10 (ωB97M-V/def2-TZVPD)
C -1.60 1.17 -1.28
C -0.33 1.83 -0.73
C 0.75 0.85 -0.61
C 1.33 -0.09 -0.13
C 1.62 -1.14 0.85
C 0.30 -1.89 1.14
H -1.61 1.15 -2.37
H -1.67 0.14 -0.92
H -2.49 1.72 -0.93
H -0.06 2.73 -1.29
H -0.51 2.15 0.30
H 1.95 -0.62 1.76
H 2.41 -1.82 0.55
H -0.01 -2.48 0.28
H 0.42 -2.55 2.01
H -0.50 -1.17 1.36
```

=====

Entry 8:
# C2H8O2

2 unconnected molecules or ions with the total composition C2H8O2 at a distorted geometry (ωB97M-V/def2-TZVPD, OMol25).

- SMILES = CO.CO
- HOMO energy (eV) = -10.25
- total charge = 0

The geometry in XYZ format:
```
12
C2H8O2 (ωB97M-V/def2-TZVPD)
C -0.07 -0.70 -1.26
O 0.51 -1.63 -2.21
H -0.32 -1.23 -0.35
H 0.60 0.15 -1.17
H -1.03 -0.35 -1.64
H 0.55 -1.19 -3.06
C 0.08 0.52 1.47
O -0.49 1.82 1.38
H 0.90 0.50 2.19
H -0.58 -0.24 1.89
H 0.30 0.15 0.47
H -0.44 2.18 2.27
```

=====

Entry 9:
# CHBr2IO2S

A molecular structure, CHBr2IO2S at a distorted geometry (ωB97M-V/def2-TZVPD, OMol25).

- HOMO energy (eV) = -10.32
- total charge = 0

The geometry in XYZ format:
```
8
CHBr2IO2S (ωB97M-V/def2-TZVPD)
C -0.02 -0.86 0.03
O -1.00 -0.43 2.46
O -1.89 -2.42 1.18
S -1.39 -1.09 1.27
Br 1.65 -1.07 0.99
Br -0.40 -2.23 -1.25
I -3.22 0.16 0.18
H -0.21 0.16 -0.19
```

=====

Entry 10:
# C2H2O3S

A molecular structure, C2H2O3S at a distorted geometry (ωB97M-V/def2-TZVPD, OMol25).

- HOMO energy (eV) = -10.47
- total charge = 0

The geometry in XYZ format:
```
8
C2H2O3S (ωB97M-V/def2-TZVPD)
C 0.40 0.87 0.64
C 0.61 -0.63 0.77
O -1.85 1.40 -0.85
O -0.06 0.38 -2.15
O -0.79 -0.81 0.53
S -0.64 0.65 -0.85
H 1.38 -1.02 0.06
H 0.94 -0.83 1.84
```

=====

Entry 11:
# C6H11N

2 unconnected molecules or ions with the total composition C6H11N at a distorted geometry (ωB97M-V/def2-TZVPD, OMol25).

- SMILES = C=C(C)C=C=N.C
- HOMO energy (eV) = -7.97
- total charge = 0

The geometry in XYZ format:
```
18
C6H11N (ωB97M-V/def2-TZVPD)
C 0.98 -0.86 0.65
C 1.01 0.47 0.32
C 1.51 1.51 1.28
C 0.35 0.92 -0.86
C -0.37 0.14 -1.66
N -0.86 -0.48 -2.59
H 1.50 -1.19 1.54
H 1.05 -1.61 -0.13
H 1.54 1.12 2.30
H 2.52 1.82 1.00
H 0.87 2.40 1.28
H 0.25 1.99 -1.02
H -0.35 -0.57 -3.46
C -1.99 -1.12 0.20
H -2.22 -0.41 0.99
H -2.53 -0.81 -0.70
H -2.44 -2.09 0.38
H -0.80 -1.21 0.48
```

=====

Entry 12:
# C27H28CoIN6O4S

A molecular structure, C27H28CoIN6O4S at a distorted geometry (ωB97M-V/def2-TZVPD, OMol25).

- HOMO energy (alpha / beta) (eV) = -13.20 / -13.13
- total charge = +2

The geometry in XYZ format:
```
68
C27H28CoIN6O4S (ωB97M-V/def2-TZVPD)
Co -0.33 0.03 -0.09
C -1.07 0.61 4.32
C 0.30 0.12 3.99
N 1.21 0.09 4.91
C 2.45 -0.31 4.70
C 2.89 -0.68 3.44
C 4.33 -1.12 3.23
O 4.42 -2.38 2.61
C 1.97 -0.63 2.37
C 2.42 -0.91 1.04
N 1.86 -0.55 -0.07
C 2.55 -0.75 -1.27
C 3.95 -0.89 -1.31
C 4.64 -1.10 -2.49
C 3.95 -1.15 -3.70
C 2.59 -0.94 -3.70
C 1.91 -0.74 -2.51
I -0.20 -0.40 -2.67
C 0.61 -0.28 2.63
O -0.30 -0.33 1.75
H -1.13 0.80 5.39
H -1.81 -0.12 4.02
H -1.28 1.54 3.78
H 3.11 -0.33 5.56
H 4.84 -1.11 4.20
H 4.83 -0.41 2.57
H 4.34 -3.08 3.26
H 3.36 -1.45 1.02
H 4.52 -0.80 -0.40
H 5.71 -1.20 -2.47
H 4.48 -1.32 -4.62
H 2.04 -0.91 -4.63
O -6.76 2.47 0.79
C -6.59 1.18 0.26
C -5.13 0.89 0.10
C -4.69 -0.41 -0.13
C -3.33 -0.64 -0.27
N -2.43 0.33 -0.19
C -2.83 1.60 0.01
C -4.18 1.90 0.17
C -1.75 2.60 0.03
C -1.96 3.97 0.08
C -0.88 4.84 0.14
C -1.10 6.33 0.26
O -2.14 6.77 -0.57
C 0.40 4.30 0.11
C 0.54 2.93 0.02
N -0.50 2.10 -0.01
H -7.69 2.66 0.91
H -7.06 1.10 -0.73
H -7.05 0.42 0.91
H -5.40 -1.22 -0.21
H -2.95 -1.64 -0.45
H -4.53 2.91 0.36
H -2.96 4.39 0.08
H -0.17 6.88 0.09
H -1.43 6.53 1.29
H -1.81 6.90 -1.47
H 1.28 4.93 0.14
H 1.52 2.47 -0.02
N 0.74 -5.51 -0.90
C -0.12 -4.79 -0.18
N -0.75 -5.34 0.86
S -0.39 -3.17 -0.58
H 0.85 -6.50 -0.77
H 1.17 -5.08 -1.71
H -0.61 -6.30 1.13
H -1.43 -4.80 1.37
```

=====

Q: Look up the total charge of the fourth one.
A: +2